1.
Below is 2 unconnected molecules or ions with the total composition C2H7S3 in a non-equilibrium geometry, with properties calculated with wB97M-V/def2-TZVPD.

Computed properties:
Highest occupied orbital energy (spin up / spin down): -8.7 / -8.9 eV
Gap between HOMO and LUMO (spin up / spin down): 9.310 / 6.951 eV
<S²>: 0.755
Spin multiplicity: 2

Cartesian coordinates (Å):
C: -1.962 0.609 0.471
S: -2.104 -1.100 -0.141
H: -2.074 1.396 -0.271
H: -2.813 0.778 1.136
H: -1.096 0.740 1.109
C: 1.464 2.032 -0.313
S: 1.396 0.317 -0.854
S: 1.363 -0.710 0.851
H: 1.665 2.634 -1.203
H: 2.288 2.178 0.372
H: 0.523 2.361 0.112
H: -0.763 -1.084 -0.314

Here are the Löwdin charges for atoms 1 to 4, given in e:
1 C -0.5241
2 S 0.6119
3 H 0.0284
4 H 0.0193

---

2.
Below is 2 unconnected molecules or ions with the total composition C2H8, with properties calculated with wB97M-V/def2-TZVPD.

Computed properties:
Highest occupied orbital energy: -13.3 eV
Structure (SMILES): C.C
Gap between HOMO and LUMO: 14.364 eV
Spin multiplicity: 1

Cartesian coordinates (Å):
C: 0.436 -0.757 -2.732
H: -0.423 -0.366 -2.166
H: 0.526 -1.840 -2.560
H: 1.356 -0.255 -2.397
H: 0.286 -0.568 -3.805
C: -0.436 0.757 2.732
H: 0.353 -0.008 2.785
H: -0.905 0.733 1.737
H: 0.004 1.750 2.906
H: -1.196 0.554 3.500

Here are the Löwdin charges for atoms 1 to 4, given in e:
1 C -0.0608
2 H 0.0139
3 H 0.0157
4 H 0.0155

---

3.
Below is 2 unconnected molecules or ions with the total composition C2H8, with properties calculated with wB97M-V/def2-TZVPD.

Computed properties:
Highest occupied orbital energy: -13.4 eV
Structure (SMILES): C.C
Gap between HOMO and LUMO: 14.399 eV
Spin multiplicity: 1

Cartesian coordinates (Å):
C: -3.878 2.210 0.417
H: -3.797 1.121 0.280
H: -3.915 2.443 1.491
H: -4.796 2.573 -0.069
H: -3.005 2.702 -0.035
C: -1.970 -3.346 3.499
H: -2.231 -2.907 2.525
H: -1.674 -4.397 3.361
H: -2.841 -3.296 4.170
H: -1.134 -2.785 3.943

Here are the Löwdin charges for atoms 1 to 4, given in e:
1 C -0.0614
2 H 0.0148
3 H 0.0155
4 H 0.0155

---

4.
Below is a molecular structure, C2H8AlN4O2 in a non-equilibrium geometry, with properties calculated with wB97M-V/def2-TZVPD.

Computed properties:
Highest occupied orbital energy: -20.4 eV
Gap between HOMO and LUMO: 2.082 eV
Net charge: +3
Spin multiplicity: 1

Cartesian coordinates (Å):
Al: 18.768 5.062 -20.663
C: 18.740 1.203 -21.559
O: 18.367 2.206 -20.929
N: 17.862 0.220 -21.916
N: 20.025 0.943 -21.926
H: 18.127 -0.765 -21.848
H: 16.848 0.325 -21.803
H: 20.673 1.616 -21.524
H: 20.318 0.088 -22.389
C: 19.929 6.771 -17.007
O: 19.747 6.317 -18.157
N: 20.464 6.100 -15.960
N: 19.741 8.117 -16.795
H: 20.690 6.589 -15.102
H: 20.766 5.155 -16.175
H: 19.082 8.558 -17.446
H: 19.572 8.449 -15.841

Here are the Löwdin charges for atoms 1 to 4, given in e:
1 Al 1.2860
2 C -0.5178
3 O 0.0159
4 N 0.3758

---

5.
Below is a molecular structure, C2H8AlN4O2 in a non-equilibrium geometry, with properties calculated with wB97M-V/def2-TZVPD.

Computed properties:
Highest occupied orbital energy: -22.2 eV
Gap between HOMO and LUMO: 4.370 eV
Net charge: +3
Spin multiplicity: 1

Cartesian coordinates (Å):
Al: 14.045 22.645 -23.067
C: 15.446 20.146 -22.616
O: 14.809 20.954 -23.272
N: 16.306 20.417 -21.694
N: 15.286 18.873 -22.604
H: 16.779 19.690 -21.176
H: 16.473 21.393 -21.494
H: 14.711 18.479 -23.335
H: 16.017 18.339 -22.156
C: 15.034 25.308 -23.790
O: 15.243 24.090 -23.530
N: 15.967 26.231 -23.767
N: 13.876 25.818 -23.993
H: 15.558 27.149 -23.873
H: 16.937 26.058 -23.992
H: 13.165 25.102 -24.010
H: 13.684 26.762 -24.298

Here are the Löwdin charges for atoms 1 to 4, given in e:
1 Al 1.5233
2 C -0.6243
3 O 0.1186
4 N 0.2579

---

6.
Below is 3 unconnected molecules or ions with the total composition C2H8ClO2 in a non-equilibrium geometry, with properties calculated with wB97M-V/def2-TZVPD.

Computed properties:
Highest occupied orbital energy: -4.3 eV
Gap between HOMO and LUMO: 8.233 eV
Net charge: -1
Spin multiplicity: 1

Cartesian coordinates (Å):
Cl: 0.877 -0.779 -1.025
C: -1.560 -3.194 1.390
O: -1.975 -2.454 0.239
H: -2.146 -4.096 1.565
H: -0.476 -3.277 1.303
H: -1.793 -2.565 2.249
H: -1.189 -1.973 -0.030
C: 1.362 3.392 -0.790
O: 1.824 2.283 -1.520
H: 0.816 3.090 0.104
H: 2.275 3.915 -0.507
H: 0.825 4.067 -1.456
H: 1.160 1.590 -1.523

Here are the Löwdin charges for atoms 1 to 4, given in e:
1 Cl -0.5405
2 C -0.1770
3 O -0.1713
4 H 0.0627

---

7.
Below is a molecular structure, C2H8CsO2 in a non-equilibrium geometry, with properties calculated with wB97M-V/def2-TZVPD.

Computed properties:
Highest occupied orbital energy: -14.2 eV
Gap between HOMO and LUMO: 10.816 eV
Net charge: +1
Spin multiplicity: 1

Cartesian coordinates (Å):
Cs: 1.047 0.643 -1.026
C: -2.371 -1.395 -1.833
O: -1.056 -1.080 -2.232
H: -3.178 -1.089 -2.518
H: -2.574 -2.473 -1.838
H: -2.631 -0.940 -0.882
H: -0.859 -1.499 -3.076
C: 2.264 1.250 2.182
O: 0.904 0.839 2.153
H: 2.330 2.343 2.093
H: 2.877 0.903 3.011
H: 2.779 1.016 1.244
H: 0.467 1.482 2.723

Here are the Löwdin charges for atoms 1 to 4, given in e:
1 Cs 1.1653
2 C -0.1519
3 O -0.2759
4 H 0.0897

---

8.
Below is 2 unconnected molecules or ions with the total composition C2H8FP3 in a non-equilibrium geometry, with properties calculated with wB97M-V/def2-TZVPD.

Computed properties:
Highest occupied orbital energy: -8.9 eV
Structure (SMILES): [PH2]#[PH2].[H]/P=C/CF
Gap between HOMO and LUMO: 8.871 eV
Spin multiplicity: 1

Cartesian coordinates (Å):
P: -3.307 1.029 -1.138
P: -1.976 0.090 0.454
H: -4.005 2.082 -0.527
H: -2.328 1.863 -1.677
H: -2.057 -1.430 -0.005
H: -0.702 0.341 -0.093
H: 1.270 -2.928 -0.783
P: 1.581 -1.599 -1.070
C: 1.604 -0.936 0.458
C: 2.018 0.431 0.778
F: 2.241 1.147 -0.356
H: 1.429 -1.545 1.407
H: 1.265 0.923 1.409
H: 2.965 0.529 1.144

Here are the Löwdin charges for atoms 1 to 4, given in e:
1 P 0.3893
2 P 0.3660
3 H -0.1942
4 H -0.1951

---

9.
Below is a molecular structure, C2H8InN4O2 in a non-equilibrium geometry, with properties calculated with wB97M-V/def2-TZVPD.

Computed properties:
Highest occupied orbital energy: -21.5 eV
Gap between HOMO and LUMO: 2.834 eV
Net charge: +3
Spin multiplicity: 1

Cartesian coordinates (Å):
In: -2.737 2.020 1.220
C: 1.296 1.868 0.317
O: 0.097 2.090 0.533
N: 2.159 2.396 -0.499
N: 1.950 1.123 1.156
H: 3.106 2.054 -0.422
H: 1.970 3.206 -1.072
H: 1.458 0.735 1.949
H: 2.934 0.905 1.101
C: -1.514 -1.609 -0.185
O: -1.726 -0.605 0.458
N: -1.709 -2.844 0.249
N: -1.380 -1.602 -1.515
H: -1.312 -3.491 -0.418
H: -2.047 -3.033 1.181
H: -1.293 -2.470 -2.024
H: -1.253 -0.742 -2.029

Here are the Löwdin charges for atoms 1 to 4, given in e:
1 In 1.3399
2 C -0.6112
3 O -0.0502
4 N 0.3465

---

10.
Below is 2 unconnected molecules or ions with the total composition C2H8N in a non-equilibrium geometry, with properties calculated with wB97M-V/def2-TZVPD.

Computed properties:
Highest occupied orbital energy (spin up / spin down): -23.9 / -23.8 eV
Gap between HOMO and LUMO (spin up / spin down): 8.817 / 7.059 eV
<S²>: 1.088
Net charge: +2
Spin multiplicity: 2

Cartesian coordinates (Å):
C: -0.330 -0.210 -2.032
N: -0.069 0.897 0.884
C: 0.401 -0.141 1.792
H: -0.648 -1.222 -1.497
H: 0.403 -0.366 -2.847
H: -1.286 0.255 -2.329
H: 1.106 -0.776 1.139
H: 0.190 0.176 -1.087
H: -0.190 1.821 1.202
H: -0.518 -0.697 2.143
H: 0.940 0.264 2.631

Here are the Löwdin charges for atoms 1 to 4, given in e:
1 C 0.2778
2 N 0.4156
3 C 0.0413
4 H 0.2482

---

11.
Below is 2 unconnected molecules or ions with the total composition C2H8N10 in a non-equilibrium geometry, with properties calculated with wB97M-V/def2-TZVPD.

Computed properties:
Highest occupied orbital energy (spin up / spin down): 0.8 / 0.8 eV
Gap between HOMO and LUMO (spin up / spin down): 5.958 / 5.992 eV
Net charge: -2
Spin multiplicity: 1

Cartesian coordinates (Å):
C: 3.519 -0.481 0.138
C: -1.782 -0.360 -0.571
N: 4.501 -0.466 -0.764
N: 3.724 0.317 1.168
N: 5.386 0.382 -0.227
N: 4.936 0.816 0.905
N: 0.444 -1.115 -0.583
N: -0.801 -1.299 -0.806
N: -2.273 -0.497 0.774
N: -1.453 1.015 -0.914
N: -3.553 -0.906 0.834
N: -2.296 2.035 -0.455
H: 2.634 -1.169 -0.055
H: -2.679 -0.578 -1.230
H: -1.596 -0.734 1.468
H: -0.534 1.224 -0.576
H: -3.625 -1.814 1.426
H: 0.763 -0.123 -0.410
H: -2.105 2.212 0.438
H: -3.210 1.541 -0.558

Here are the Löwdin charges for atoms 1 to 4, given in e:
1 C -0.4302
2 C -0.5611
3 N -0.1112
4 N -0.1045

---

12.
Below is 2 unconnected molecules or ions with the total composition C2H8N2 in a non-equilibrium geometry, with properties calculated with wB97M-V/def2-TZVPD.

Computed properties:
Highest occupied orbital energy (spin up / spin down): 1.4 / -2.3 eV
Gap between HOMO and LUMO (spin up / spin down): 1.057 / 4.761 eV
<S²>: 0.754
Net charge: -1
Spin multiplicity: 2

Cartesian coordinates (Å):
C: -3.188 -1.866 1.592
N: -4.588 -1.738 1.973
H: -2.858 -0.869 1.473
H: -2.606 -2.443 2.332
H: -3.063 -2.649 0.713
H: -5.077 -0.883 1.525
H: -5.106 -2.475 1.567
C: 5.637 2.693 -1.897
N: 5.157 2.530 -3.138
H: 6.591 3.082 -1.823
H: 4.975 2.263 -1.186
H: 4.126 2.355 -3.131

Here are the Löwdin charges for atoms 1 to 4, given in e:
1 C -0.2130
2 N -0.1086
3 H 0.0498
4 H 0.0580

---

13.
Below is 2 unconnected molecules or ions with the total composition C2H8N2 in a non-equilibrium geometry, with properties calculated with wB97M-V/def2-TZVPD.

Computed properties:
Highest occupied orbital energy: -10.1 eV
Structure (SMILES): [H]/N=C\N.C
Gap between HOMO and LUMO: 10.783 eV
Spin multiplicity: 1

Cartesian coordinates (Å):
H: 1.127 -0.839 3.052
N: 0.450 -0.071 3.080
C: -0.224 -0.100 2.012
N: 0.162 -0.779 0.829
H: -1.036 0.610 1.970
H: -0.430 -1.355 0.317
H: 0.660 -0.111 0.261
C: -0.365 0.828 -4.500
H: 0.665 1.025 -4.779
H: -0.682 -0.125 -4.936
H: -0.974 1.585 -4.989
H: -0.560 0.678 -3.443

Here are the Löwdin charges for atoms 1 to 4, given in e:
1 H 0.0481
2 N 0.0831
3 C -0.3696
4 N 0.0345

---

14.
Below is 2 unconnected molecules or ions with the total composition C2H8N2 in a non-equilibrium geometry, with properties calculated with wB97M-V/def2-TZVPD.

Computed properties:
Highest occupied orbital energy: -9.3 eV
Structure (SMILES): C=NC.N
Gap between HOMO and LUMO: 10.021 eV
Spin multiplicity: 1

Cartesian coordinates (Å):
C: 0.249 -0.298 1.948
N: -0.759 -1.024 1.706
C: -0.922 -1.189 0.249
H: 0.339 0.602 1.219
H: 1.000 -0.316 2.707
H: -1.625 -0.430 -0.129
H: -1.378 -2.250 0.062
H: -0.032 -1.008 -0.418
N: 0.894 1.295 -2.095
H: 1.393 1.116 -1.096
H: 0.942 2.353 -2.186
H: -0.101 1.150 -1.966

Here are the Löwdin charges for atoms 1 to 4, given in e:
1 C -0.0964
2 N -0.0916
3 C -0.1780
4 H 0.0823

---

15.
Below is a single C2H8N2 molecule in a non-equilibrium geometry, with properties calculated with wB97M-V/def2-TZVPD.

Computed properties:
Highest occupied orbital energy: -8.8 eV
Structure (SMILES): CNNC
Gap between HOMO and LUMO: 9.953 eV
Spin multiplicity: 1

Cartesian coordinates (Å):
C: -1.777 0.140 -0.168
N: -0.444 -0.544 0.019
N: 0.443 0.493 0.012
C: 1.721 -0.157 -0.191
H: -1.538 0.764 -1.081
H: -2.510 -0.617 -0.346
H: -2.055 0.803 0.645
H: -0.674 -1.078 0.889
H: 0.368 1.054 0.880
H: 1.984 -0.832 -1.124
H: 2.429 0.688 -0.161
H: 2.053 -0.713 0.624

Here are the Löwdin charges for atoms 1 to 4, given in e:
1 C -0.1206
2 N -0.2019
3 N -0.1912
4 C -0.1533

---

16.
Below is 2 unconnected molecules or ions with the total composition C2H8N2 in a non-equilibrium geometry, with properties calculated with wB97M-V/def2-TZVPD.

Computed properties:
Highest occupied orbital energy: -7.8 eV
Structure (SMILES): C=CN.N
Gap between HOMO and LUMO: 8.695 eV
Spin multiplicity: 1

Cartesian coordinates (Å):
C: 0.310 -2.371 0.754
C: -0.134 -1.178 0.371
N: 0.042 -0.565 -0.842
H: 0.909 -2.982 0.088
H: 0.113 -2.864 1.689
H: -0.723 -0.636 1.112
H: 0.801 -0.892 -1.416
H: -0.033 0.444 -0.871
N: -0.182 2.525 -0.284
H: -0.032 2.791 0.679
H: -1.175 2.399 -0.427
H: 0.104 3.328 -0.853

Here are the Löwdin charges for atoms 1 to 4, given in e:
1 C -0.0517
2 C -0.3322
3 N 0.0341
4 H 0.0363

---

17.
Below is 2 unconnected molecules or ions with the total composition C2H8N2 in a non-equilibrium geometry, with properties calculated with wB97M-V/def2-TZVPD.

Computed properties:
Highest occupied orbital energy: -8.7 eV
Structure (SMILES): C=CN.N
Gap between HOMO and LUMO: 9.604 eV
Spin multiplicity: 1

Cartesian coordinates (Å):
C: -0.438 -0.025 -1.136
C: -1.298 0.668 -1.909
N: -2.624 0.140 -2.322
H: -0.425 -1.145 -1.173
H: 0.415 0.322 -0.520
H: -1.100 1.651 -2.327
H: -2.451 -0.964 -2.114
H: -3.496 0.338 -1.779
N: 2.944 -0.529 3.244
H: 1.954 -0.495 3.561
H: 3.424 -0.025 4.010
H: 3.095 0.062 2.464

Here are the Löwdin charges for atoms 1 to 4, given in e:
1 C -0.0423
2 C -0.2755
3 N -0.0553
4 H 0.0563

---

18.
Below is a single C2H8N2 molecule in a non-equilibrium geometry, with properties calculated with wB97M-V/def2-TZVPD.

Computed properties:
Highest occupied orbital energy: -8.9 eV
Structure (SMILES): CNCN
Gap between HOMO and LUMO: 10.103 eV
Spin multiplicity: 1

Cartesian coordinates (Å):
C: 0.880 1.299 0.434
N: -0.186 0.297 0.649
C: -0.029 -0.838 -0.289
N: -1.288 -1.137 -1.000
H: 1.883 0.965 0.744
H: 0.924 1.563 -0.616
H: 0.608 2.133 1.091
H: -0.168 0.005 1.614
H: 0.116 -1.818 0.190
H: 0.808 -0.757 -0.983
H: -1.937 -1.330 -0.248
H: -1.610 -0.382 -1.587

Here are the Löwdin charges for atoms 1 to 4, given in e:
1 C -0.1472
2 N -0.1204
3 C -0.3279
4 N -0.0183

---

no.,M (u)
1,127.279
2,32.086
3,32.086
4,147.094
5,147.094
6,99.537
7,196.989
8,144.006
9,234.930
10,46.093
11,172.156
12,60.100
13,60.100
14,60.100
15,60.100
16,60.100
17,60.100
18,60.100